The following is a quantum chemistry calculation of a structure of composition C25H27ClF2N8O4ReSSe in a non-equilibrium geometry, from the OMol25 dataset.

Results
Expectation value of S²: 3.78
HOMO-LUMO gap (alpha / beta): 8.202 / 4.049 eV
HOMO (alpha / beta): -12.6 / -12.4 eV
Spin multiplicity: 4
LUMO level (alpha / beta): -4.44 / -8.33 eV
Relative energy (zero: lowest compared OMol25 entry of this formula, charge and spin): 189.7 kJ/mol
Charge: +2

Last column: natural (NBO) charge in e.
Atoms and positions in Å:
Re  -0.94267  0.11218  -0.38263  1.170
O  -2.18327  2.39208  2.65847  -0.769
Cl  -1.95817  2.23498  1.29867  2.598
O  -2.09367  3.41438  0.55547  -0.792
O  -0.56917  1.75018  1.11607  -0.879
O  -2.77167  1.19328  0.74627  -0.819
F  4.35693  0.79528  -1.37323  -0.312
C  3.21333  0.23508  -1.77963  0.440
C  2.11503  0.31198  -0.93783  -0.360
C  0.90583  -0.25802  -1.30773  -0.113
C  0.84243  -0.96522  -2.53513  -0.246
C  1.95943  -0.98462  -3.37433  0.466
F  1.89303  -1.57282  -4.57043  -0.304
C  3.15223  -0.38032  -3.01843  -0.355
C  -0.44427  -1.60422  -2.78073  0.233
C  -0.70617  -2.56432  -3.75383  -0.228
C  -1.95337  -3.16032  -3.81163  -0.107
C  -2.93557  -2.74552  -2.92153  -0.254
C  -2.62137  -1.77972  -1.98703  0.088
N  -1.40127  -1.24392  -1.88433  -0.463
H  2.21573  0.82278  0.00997  0.198
H  3.99583  -0.38812  -3.69023  0.263
H  0.06093  -2.85622  -4.44833  0.255
H  -2.15027  -3.93662  -4.53273  0.243
H  -3.92227  -3.17602  -2.94773  0.246
H  -3.35977  -1.42082  -1.28223  0.222
N  -2.28347  -4.26992  3.81797  -0.733
C  -1.85447  -3.36272  2.94107  0.265
C  -1.88637  -1.98392  3.22657  -0.301
C  -1.48927  -1.07992  2.28017  0.082
N  -1.05867  -1.41642  1.04767  -0.566
C  -0.95807  -2.73912  0.79387  0.083
C  -1.32947  -3.71542  1.67717  -0.301
H  -2.66627  -3.99632  4.70717  0.415
H  -2.28217  -5.24902  3.59037  0.414
H  -2.24797  -1.63432  4.18047  0.239
H  -1.52177  -0.03102  2.53387  0.217
H  -0.55367  -3.01292  -0.17073  0.221
H  -1.22127  -4.75162  1.40337  0.239
C  -4.14907  3.29238  -4.83783  -0.596
C  -4.24387  2.72758  -3.42073  -0.459
C  -2.91997  2.61298  -2.77823  0.122
N  -2.44087  1.54068  -2.27193  -0.270
N  -1.24977  1.69108  -1.67323  -0.435
C  -0.78307  2.93278  -1.71933  0.309
N  0.39283  3.29688  -1.19603  -0.762
S  -1.83527  3.99108  -2.58903  0.425
H  -5.14797  3.36548  -5.25703  0.236
H  -3.55497  2.64208  -5.47543  0.217
H  -3.69887  4.28278  -4.82663  0.209
H  -4.70377  1.73818  -3.42973  0.245
H  -4.86727  3.39048  -2.81263  0.241
H  0.77313  2.70688  -0.46803  0.423
H  0.60583  4.28108  -1.14843  0.420
C  3.78093  -1.79652  2.85577  -0.419
N  4.15583  -0.51312  3.38247  -0.289
C  5.36533  -0.17472  3.91047  -0.001
C  5.28663  1.12808  4.30157  -0.010
N  4.03403  1.56708  4.00927  -0.284
C  3.51733  2.88168  4.26187  -0.420
C  3.34343  0.56328  3.43377  0.138
Se  1.60393  0.69608  2.77747  0.296
H  4.44113  -2.56232  3.26037  0.242
H  3.85113  -1.79802  1.76487  0.239
H  2.74933  -2.01662  3.13807  0.241
H  6.18073  -0.86762  3.97457  0.261
H  6.01913  1.76118  4.75977  0.263
H  4.10093  3.35078  5.04927  0.244
H  2.47363  2.81238  4.57067  0.247
H  3.57463  3.49348  3.35967  0.237

Atoms 1-2, force components in eV/Å:
1.4 0.2 -0.2
-0.4 0.2 1.6


The following is a quantum chemistry calculation of a structure of composition C25H27CoN5O2S in a non-equilibrium geometry, from the OMol25 dataset.

Results
Expectation value of S²: 0.77
HOMO-LUMO gap (alpha / beta): 6.761 / 6.810 eV
HOMO (alpha / beta): -6.3 / -6.4 eV
Spin multiplicity: 2
LUMO level (alpha / beta): 0.46 / 0.45 eV
Relative energy (zero: lowest compared OMol25 entry of this formula, charge and spin): 8.6 kJ/mol

Last column: natural (NBO) charge in e.
Atoms and positions in Å:
Co  -0.22478  0.00725  0.15460  1.241
C  1.65512  2.03923  -1.35292  -0.202
C  0.35923  2.83611  -1.18738  -0.473
C  -0.02522  3.02475  0.25386  0.260
C  -0.31275  4.28348  0.75906  -0.266
C  -0.66389  4.41828  2.09386  -0.146
C  -0.71302  3.28970  2.88893  -0.257
C  -0.42771  2.06585  2.30896  0.101
N  -0.07897  1.93222  1.02921  -0.517
N  1.44165  0.58980  -1.33439  -0.461
C  2.64741  -0.12643  -0.93897  -0.257
C  2.72473  -0.31200  0.55507  0.226
C  3.94709  -0.40936  1.20221  -0.253
C  3.97224  -0.69420  2.55689  -0.150
C  2.77022  -0.86543  3.22235  -0.251
C  1.59061  -0.73232  2.50974  0.068
N  1.56531  -0.46186  1.20268  -0.460
C  0.90203  0.06830  -2.58292  -0.268
C  0.32540  -1.31401  -2.37829  0.255
C  0.04991  -2.14333  -3.45365  -0.253
C  -0.52102  -3.38373  -3.22062  -0.142
C  -0.79275  -3.76014  -1.91504  -0.263
C  -0.48202  -2.87362  -0.89986  0.080
N  0.06998  -1.68188  -1.12029  -0.496
H  2.32560  2.27462  -0.52265  0.205
H  2.16638  2.33434  -2.28117  0.180
H  -0.46974  2.30648  -1.66831  0.287
H  0.47174  3.81109  -1.66176  0.213
H  -0.26363  5.14512  0.10687  0.215
H  -0.90220  5.39238  2.50160  0.216
H  -1.00580  3.33837  3.92766  0.224
H  -0.49581  1.14794  2.87510  0.228
H  3.55404  0.36455  -1.31388  0.197
H  2.62182  -1.12707  -1.37629  0.229
H  4.86261  -0.26780  0.64281  0.220
H  4.91460  -0.78171  3.08189  0.221
H  2.74091  -1.09442  4.27811  0.226
H  0.61910  -0.85114  2.97184  0.251
H  1.66477  0.04678  -3.37630  0.183
H  0.08326  0.71140  -2.90494  0.263
H  0.27537  -1.81188  -4.45922  0.222
H  -0.75188  -4.04444  -4.04586  0.221
H  -1.24431  -4.71429  -1.68341  0.227
H  -0.67762  -3.10906  0.13658  0.212
O  -1.12370  -0.97292  1.82219  -0.737
N  -2.36216  -1.45336  1.95257  -0.016
C  -2.46789  -2.79495  2.10257  0.010
C  -3.66396  -3.43218  2.24146  -0.295
C  -4.82788  -2.64682  2.22812  -0.189
C  -4.71491  -1.29253  2.10963  -0.247
C  -3.46231  -0.62464  1.99018  0.033
S  -3.32862  1.04752  1.91021  -0.295
H  -1.51857  -3.30888  2.11724  0.209
H  -3.69393  -4.50540  2.35803  0.217
H  -5.80256  -3.10725  2.32539  0.214
H  -5.58604  -0.65454  2.11576  0.233
C  -2.70165  -0.10871  -1.37698  -0.227
O  -1.52133  0.54916  -1.07807  -0.906
H  -3.14934  0.32500  -2.28226  0.151
H  -3.45030  -0.02317  -0.57606  0.171
H  -2.57124  -1.18874  -1.58033  0.118

Atoms 1-2, force components in eV/Å:
1.1 -0.3 0.3
-0.1 0.1 0.0


The following is a quantum chemistry calculation of a structure of composition C25H27F10N6O2Pt in a non-equilibrium geometry, from the OMol25 dataset.

Results
Expectation value of S²: 6.09
HOMO-LUMO gap (alpha / beta): 8.034 / 6.801 eV
HOMO (alpha / beta): -10.3 / -11.7 eV
Spin multiplicity: 5
LUMO level (alpha / beta): -2.23 / -4.94 eV
Charge: +1

Last column: natural (NBO) charge in e.
Atoms and positions in Å:
Pt  -0.15699  0.04451  -0.30095  1.162
C  -2.59745  2.42479  -0.44396  -0.442
N  -1.71104  1.62936  -1.28413  -0.444
C  -0.74096  2.47622  -1.97190  -0.218
C  0.30803  3.06269  -1.02335  -0.300
N  0.91764  2.06850  -0.18460  -0.350
C  2.03040  2.35137  0.50119  0.071
C  2.35959  1.56786  1.64129  0.353
F  1.49610  0.62300  2.03839  -0.295
C  3.48807  1.74285  2.41793  0.267
F  3.68391  0.93463  3.45966  -0.272
C  4.39599  2.75572  2.10971  0.332
F  5.47486  2.95295  2.85027  -0.255
C  4.12198  3.56786  1.00708  0.274
F  4.96739  4.54007  0.68614  -0.267
C  2.99130  3.37159  0.22870  0.331
F  2.86425  4.17694  -0.83606  -0.290
C  -2.49255  0.79275  -2.19224  -0.209
C  -3.03285  -0.43691  -1.46127  -0.283
N  -1.96448  -1.32315  -1.10651  -0.388
C  -2.25553  -2.52516  -0.62321  0.054
C  -3.50036  -2.95091  -0.05566  0.384
F  -4.52744  -2.10239  0.02157  -0.285
C  -3.66587  -4.19989  0.51400  0.275
F  -4.82316  -4.51180  1.08600  -0.266
C  -2.63555  -5.14328  0.49181  0.349
F  -2.80777  -6.34357  1.01976  -0.253
C  -1.42323  -4.79790  -0.11620  0.254
F  -0.42676  -5.67839  -0.19369  -0.274
C  -1.25808  -3.53842  -0.64299  0.390
F  -0.09835  -3.25377  -1.27271  -0.325
H  -3.16834  3.14578  -1.04113  0.193
H  -2.02495  2.96555  0.30153  0.244
H  -3.30349  1.78339  0.07805  0.211
H  -1.24095  3.31223  -2.48335  0.206
H  -0.22843  1.87366  -2.72625  0.200
H  -0.15093  3.81343  -0.36615  0.245
H  1.03594  3.58989  -1.64686  0.240
H  -1.85530  0.45612  -3.01443  0.202
H  -3.33915  1.35638  -2.61295  0.205
H  -3.75579  -0.95221  -2.10773  0.224
H  -3.57881  -0.11771  -0.56338  0.231
N  1.49999  -1.57611  0.48741  -0.841
C  2.94319  -1.56282  0.20744  -0.227
C  3.29025  -2.16186  -1.16117  -0.424
C  3.39768  -1.18281  -2.34209  -0.412
C  2.36230  -0.06062  -2.36490  -0.227
N  0.97767  -0.55869  -2.25493  -0.855
H  1.35817  -1.44373  1.48670  0.402
H  1.14120  -2.50197  0.27183  0.382
H  3.46116  -2.15510  0.97168  0.204
H  3.31018  -0.53743  0.29033  0.189
H  2.56116  -2.94379  -1.37948  0.201
H  4.25839  -2.65950  -1.08400  0.240
H  3.32863  -1.76106  -3.26537  0.217
H  4.37976  -0.71110  -2.32992  0.224
H  2.48436  0.50326  -3.29335  0.212
H  2.55850  0.62669  -1.53890  0.185
H  1.01151  -1.56539  -2.11848  0.398
H  0.47323  -0.40969  -3.12210  0.390
O  -2.12969  -1.72422  1.91191  -0.655
C  -2.01468  -0.56683  2.25764  0.691
C  -2.71366  0.11884  3.42241  -0.515
C  -1.98799  1.44748  3.54151  -0.514
C  -1.16897  1.51775  2.26060  0.706
O  -0.54739  2.48937  1.87280  -0.659
N  -1.23288  0.33945  1.60803  -0.756
H  -2.67166  -0.50040  4.31387  0.245
H  -3.76375  0.25336  3.16062  0.238
H  -1.29316  1.47174  4.37955  0.243
H  -2.64441  2.31058  3.62895  0.241

Atoms 1-2, force components in eV/Å:
-0.2 0.1 -0.2
-0.1 0.3 0.3


The following is a quantum chemistry calculation of a structure of composition C25H27FeN4OP2S2 in a non-equilibrium geometry, from the OMol25 dataset.

Results
HOMO-LUMO gap: 7.437 eV
HOMO: -10.0 eV
LUMO level: -2.60 eV
Relative energy (zero: lowest compared OMol25 entry of this formula, charge and spin): 0.0 kJ/mol
Charge: +1

Last column: natural (NBO) charge in e.
Atoms and positions in Å:
Fe  -0.25950  -0.11554  -0.99233  0.327
N  -1.71530  -3.45909  0.95529  -0.510
C  -2.05172  -2.68127  2.04836  0.100
C  -2.48750  -3.02324  3.32359  -0.232
C  -2.72250  -1.98040  4.19382  -0.190
C  -2.53702  -0.64595  3.79783  -0.196
C  -2.11626  -0.31833  2.52682  -0.226
C  -1.86020  -1.35862  1.63288  0.157
N  -1.43894  -1.34841  0.30148  -0.479
C  -1.34186  -2.61664  -0.03382  0.387
C  -0.76602  -3.03172  -1.30432  0.061
C  -0.34861  -4.26326  -1.70363  -0.418
S  0.31194  -4.15266  -3.27307  0.519
C  0.01516  -2.47177  -3.27787  -0.099
N  -0.55554  -2.01910  -2.20464  -0.445
H  -1.78249  -4.45949  0.88575  0.431
H  -2.63448  -4.05339  3.61905  0.230
H  -3.05840  -2.19251  5.19951  0.229
H  -2.73433  0.14492  4.50879  0.226
H  -1.98111  0.71399  2.24669  0.225
H  -0.38482  -5.20154  -1.17478  0.255
H  0.25857  -1.85168  -4.12814  0.244
C  3.12016  -0.21604  -0.23494  -0.935
P  1.45797  -0.64685  0.37409  1.067
C  1.71860  -2.32349  1.05008  -0.958
C  1.30524  0.40915  1.85836  -0.326
C  1.93054  0.13663  3.07190  -0.198
C  1.81557  1.02467  4.12972  -0.183
C  1.09699  2.20379  3.97514  -0.205
C  0.47581  2.48418  2.76850  -0.136
C  0.56141  1.58365  1.71040  -0.384
P  -0.27704  1.78346  0.09949  1.149
C  -1.88227  2.56989  0.46021  -0.965
C  0.63210  3.14160  -0.70050  -0.953
H  3.86001  -0.30023  0.56137  0.234
H  3.10826  0.80178  -0.62041  0.249
H  3.38514  -0.88207  -1.05677  0.246
H  2.67415  -2.40415  1.56810  0.242
H  1.71226  -3.04036  0.22748  0.243
H  0.91657  -2.57587  1.74620  0.244
H  2.50581  -0.77169  3.20188  0.218
H  2.29245  0.80221  5.07514  0.228
H  1.01895  2.90183  4.79816  0.227
H  -0.08513  3.40500  2.66217  0.208
H  -1.82136  3.25407  1.30619  0.234
H  -2.64665  1.81831  0.64792  0.249
H  -2.18455  3.12554  -0.42613  0.265
H  0.63711  4.03172  -0.07067  0.240
H  0.14886  3.37829  -1.64952  0.247
H  1.65804  2.83050  -0.89440  0.245
O  1.05480  0.43297  -2.31979  -0.611
N  0.62968  1.14644  -3.37527  -0.010
C  1.58609  1.57895  -4.22999  0.031
C  1.26284  2.29926  -5.34183  -0.264
C  -0.08705  2.58856  -5.58131  -0.157
C  -1.03846  2.14631  -4.70174  -0.230
C  -0.68917  1.40039  -3.55822  0.022
S  -1.83170  0.82331  -2.42158  -0.123
H  2.58852  1.29941  -3.94374  0.235
H  2.04509  2.63162  -6.00717  0.241
H  -0.37674  3.15939  -6.45281  0.235
H  -2.08801  2.35358  -4.85297  0.244

Atoms 1-2, force components in eV/Å:
-0.6 -0.5 -0.4
0.0 0.0 0.0